1) Computed, not measured: a 3-piece molecular cluster, C5H11NO2 overall, with the ωB97M-V functional and the def2-TZVPD basis.

Each atom is followed by the atoms it is bonded to, with distances in Å.
Cartesian coordinates (Å):
1 C 0.099 0.806 -2.475  C2 1.491, H7 1.093, H8 1.094, H9 1.086
2 C -0.663 0.109 -1.399  C1 1.491, C3 1.380, N6 1.369
3 C -1.766 0.527 -0.683  C2 1.380, C4 1.418, H10 1.078
4 C -2.045 -0.473 0.282  C3 1.418, C5 1.376, H11 1.077
5 C -1.095 -1.461 0.166  C4 1.376, N6 1.374, H12 1.075
6 N -0.244 -1.068 -0.839  C2 1.369, C5 1.374, H13 1.017
7 H 1.184 0.723 -2.380  C1 1.093
8 H -0.130 0.336 -3.436  C1 1.094
9 H -0.128 1.868 -2.471  C1 1.086
10 H -2.209 1.506 -0.774  C3 1.078
11 H -2.834 -0.477 1.016  C4 1.077
12 H -0.982 -2.362 0.741  C5 1.075
13 H 0.342 -1.714 -1.363  N6 1.017
14 O 0.051 1.304 3.865  H15 0.968, H16 0.963
15 H 0.266 1.407 4.803  O14 0.968
16 H -0.108 0.358 3.787  O14 0.963
17 O 3.162 -0.649 0.155  H18 0.964, H19 0.943
18 H 3.001 -0.104 0.933  O17 0.964
19 H 4.101 -0.634 0.071  O17 0.943

The HOMO-LUMO gap comes out at 8.436 eV. The value obtained for the HOMO energy is -7.8 eV. Its spin multiplicity is 1.

2) Computed, not measured: a 3-piece molecular cluster, C5H11NO2 overall, with the ωB97M-V functional and the def2-TZVPD basis.

Each atom is followed by the atoms it is bonded to, with distances in Å.
Cartesian coordinates (Å):
1 C -0.946 1.027 0.502  C2 1.514, H9 1.098, H11 1.115, H13 1.091
2 C -0.001 0.440 -0.525  C1 1.514, N3 1.446, C5 1.466, H12 1.087
3 N 1.318 0.919 -0.175  C2 1.446, C5 1.522
4 C 2.423 3.055 -1.254  H10 1.093, H14 1.082, H15 1.107, H16 1.085
5 C 0.923 -0.530 0.071  C2 1.466, N3 1.522, H17 1.099, H18 1.099
6 C -1.461 -2.260 0.479  O7 1.240, O8 1.275, H19 1.100
7 O -0.924 -1.968 1.558  C6 1.240
8 O -1.784 -1.486 -0.482  C6 1.275
9 H -1.468 1.946 0.205  C1 1.098
10 H 2.357 3.302 -0.192  C4 1.093
11 H -0.337 1.357 1.377  C1 1.115
12 H -0.270 0.370 -1.576  C2 1.087
13 H -1.687 0.316 0.870  C1 1.091
14 H 1.580 2.512 -1.661  C4 1.082
15 H 3.345 2.445 -1.283  C4 1.107
16 H 2.373 3.944 -1.875  C4 1.085
17 H 0.856 -0.834 1.125  C5 1.099
18 H 1.666 -1.212 -0.367  C5 1.099
19 H -1.732 -3.313 0.319  C6 1.100

The HOMO-LUMO gap comes out at 4.343 eV. The value obtained for the HOMO energy is -8.8 eV. Its spin multiplicity is 1.

3) Computed, not measured: one molecule with the formula C5H11NO2, with the ωB97M-V functional and the def2-TZVPD basis.

Each atom is followed by the atoms it is bonded to, with distances in Å.
Cartesian coordinates (Å):
1 C -0.832 -0.956 1.449  C2 1.328, H9 1.084, H10 1.083
2 C -0.443 -0.083 0.526  C1 1.328, C3 1.838, N6 1.323
3 C 1.278 -0.265 -0.091  C2 1.838, C4 1.509, O5 1.385, H11 1.089
4 C 1.374 -1.511 -0.936  C3 1.509, H12 1.091, H13 1.097, H14 1.095
5 O 2.173 -0.269 0.966  C3 1.385, H15 0.970
6 N -1.011 0.705 -0.372  C2 1.323, C7 1.463, O8 1.685
7 C -0.671 2.114 -0.569  N6 1.463, H16 1.095, H17 1.092, H18 1.091
8 O -2.651 0.733 0.017  N6 1.685, H19 0.972
9 H -0.103 -1.555 1.984  C1 1.084
10 H -1.856 -0.973 1.797  C1 1.083
11 H 1.508 0.621 -0.681  C3 1.089
12 H 0.730 -1.435 -1.814  C4 1.091
13 H 2.403 -1.654 -1.288  C4 1.097
14 H 1.105 -2.404 -0.363  C4 1.095
15 H 1.743 -0.485 1.808  O5 0.970
16 H 0.133 2.200 -1.306  C7 1.095
17 H -0.386 2.588 0.374  C7 1.092
18 H -1.522 2.647 -0.994  C7 1.091
19 H -2.972 -0.020 -0.507  O8 0.972

The HOMO-LUMO gap comes out at 9.428 eV. The value obtained for the HOMO energy is -8.7 eV. Its spin multiplicity is 1.

Which structure loses on stability? 2) does.

1) Computed, not measured: one molecule with the formula C5H11NO2, with the ωB97M-V functional and the def2-TZVPD basis.

Each atom is followed by the atoms it is bonded to, with distances in Å.
Cartesian coordinates (Å):
1 C 1.465 -0.884 1.106  C6 1.477, H10 1.085, H11 1.086
2 C -0.121 -1.241 -0.702  C4 1.516, C6 1.661, H12 1.091, H13 1.090
3 C -0.408 1.998 0.464  N5 1.455, H14 1.091, H15 1.092, H16 1.096
4 C -1.540 -1.010 -1.183  C2 1.516, H17 1.090, H18 1.095, H19 1.090
5 N 0.716 1.091 0.639  C3 1.455, C6 1.621, O7 1.446
6 C 0.120 -0.414 0.719  C1 1.477, C2 1.661, N5 1.621, O8 1.276
7 O 1.587 1.260 -0.503  N5 1.446, H9 0.968
8 O -0.741 -0.670 1.625  C6 1.276
9 H 2.342 1.734 -0.127  O7 0.968
10 H 2.106 -1.345 0.361  C1 1.085
11 H 1.566 -1.160 2.151  C1 1.086
12 H 0.640 -0.896 -1.404  C2 1.091
13 H 0.041 -2.308 -0.545  C2 1.090
14 H -1.150 1.790 1.237  C3 1.091
15 H -0.072 3.026 0.612  C3 1.092
16 H -0.858 1.903 -0.531  C3 1.096
17 H -1.716 0.042 -1.406  C4 1.090
18 H -1.715 -1.599 -2.088  C4 1.095
19 H -2.262 -1.318 -0.427  C4 1.090

The HOMO-LUMO gap (alpha / beta) comes out at 6.624 / 6.599 eV. The value obtained for the HOMO energy (alpha / beta) is -8.5 / -8.5 eV. Its spin multiplicity is 1.

2) Computed, not measured: one molecule with the formula C5H11NO2, with the ωB97M-V functional and the def2-TZVPD basis.

Each atom is followed by the atoms it is bonded to, with distances in Å.
Cartesian coordinates (Å):
1 C -1.041 -1.023 -0.792  C2 1.527, H9 1.099, H10 1.094, H11 1.093
2 C -0.183 -0.568 0.387  C1 1.527, C3 1.525, N6 1.468, H12 1.092
3 C -1.138 -0.094 1.478  C2 1.525, O4 1.202, O5 1.348
4 O -1.914 0.820 1.383  C3 1.202
5 O -1.041 -0.845 2.593  C3 1.348, H13 0.972
6 N 0.805 0.477 0.097  C2 1.468, C7 1.453, C8 1.446
7 C 0.278 1.602 -0.656  N6 1.453, H14 1.085, H15 1.094, H16 1.097
8 C 1.966 -0.078 -0.562  N6 1.446, H17 1.098, H18 1.091, H19 1.096
9 H -1.705 -1.846 -0.492  C1 1.099
10 H -0.398 -1.413 -1.586  C1 1.094
11 H -1.657 -0.209 -1.182  C1 1.093
12 H 0.368 -1.418 0.797  C2 1.092
13 H -1.668 -0.484 3.243  O5 0.972
14 H -0.632 1.989 -0.210  C7 1.085
15 H 1.025 2.401 -0.670  C7 1.094
16 H 0.067 1.355 -1.704  C7 1.097
17 H 1.739 -0.499 -1.550  C8 1.098
18 H 2.736 0.688 -0.662  C8 1.091
19 H 2.390 -0.854 0.087  C8 1.096

The HOMO-LUMO gap comes out at 9.533 eV. The value obtained for the HOMO energy is -8.7 eV. Its spin multiplicity is 1.

Which structure loses on stability? 1) does.

1) Computed, not measured: one molecule with the formula C5H10FN, with the ωB97M-V functional and the def2-TZVPD basis.

Each atom is followed by the atoms it is bonded to, with distances in Å.
Cartesian coordinates (Å):
1 N 0.593 1.312 -1.554  C2 1.442, H8 1.033, H9 1.014
2 C -0.205 0.760 -0.487  N1 1.442, C3 1.568, C5 1.540, H10 1.121
3 C -1.212 -0.337 -0.978  C2 1.568, C4 1.515, H11 1.039, H12 1.053
4 C -0.651 -1.354 -0.005  C3 1.515, C5 1.597, H13 1.081, H14 1.082
5 C 0.547 -0.340 0.285  C2 1.540, C4 1.597, C6 1.531, H15 1.075
6 C 0.789 -0.016 1.762  C5 1.531, F7 1.391, H16 1.068, H17 1.126
7 F 1.264 -1.173 2.373  C6 1.391
8 H 1.279 1.894 -1.046  N1 1.033
9 H -0.012 1.949 -2.059  N1 1.014
10 H -0.659 1.543 0.174  C2 1.121
11 H -2.214 -0.123 -1.147  C3 1.039
12 H -0.868 -0.635 -1.928  C3 1.053
13 H -1.292 -1.505 0.853  C4 1.081
14 H -0.280 -2.277 -0.431  C4 1.082
15 H 1.452 -0.775 -0.097  C5 1.075
16 H -0.085 0.300 2.288  C6 1.068
17 H 1.553 0.777 1.997  C6 1.126

The HOMO-LUMO gap comes out at 10.599 eV. The value obtained for the HOMO energy is -9.6 eV. Its spin multiplicity is 1.

2) Computed, not measured: one molecule with the formula C5H10FN, with the ωB97M-V functional and the def2-TZVPD basis.

Each atom is followed by the atoms it is bonded to, with distances in Å.
Cartesian coordinates (Å):
1 C 1.549 -0.849 -1.995  C2 1.534, H8 1.111, H9 1.053, H10 1.121
2 C 0.406 0.122 -1.672  C1 1.534, C3 1.365, H11 1.163
3 C -0.097 0.157 -0.403  C2 1.365, C4 1.439, C6 1.491
4 C 0.258 -0.586 0.777  C3 1.439, N5 1.666, H12 1.305, H13 1.257
5 N -0.777 -1.737 1.393  C4 1.666, H14 1.141, H15 1.071
6 C -0.861 1.309 0.154  C3 1.491, F7 1.378, H16 1.176, H17 1.089
7 F -0.446 1.663 1.420  C6 1.378
8 H 1.611 -1.756 -1.356  C1 1.111
9 H 1.332 -1.288 -2.928  C1 1.053
10 H 2.645 -0.710 -2.183  C1 1.121
11 H 0.104 1.005 -2.367  C2 1.163
12 H 1.302 -1.369 0.797  C4 1.305
13 H 0.677 0.303 1.559  C4 1.257
14 H -1.349 -1.529 2.358  N5 1.141
15 H -1.588 -1.962 0.731  N5 1.071
16 H -2.033 1.335 0.062  C6 1.176
17 H -0.778 2.259 -0.371  C6 1.089

The HOMO-LUMO gap comes out at 9.842 eV. The value obtained for the HOMO energy is -8.9 eV. Its spin multiplicity is 1.

Which structure loses on stability? 2) does.

1) Computed, not measured: one molecule with the formula C25H25N3O4, with the ωB97M-V functional and the def2-TZVPD basis.

Each atom is followed by the atoms it is bonded to, with distances in Å.
Cartesian coordinates (Å):
1 C 0.080 -2.275 -1.736  C2 1.525, H33 1.087, H34 1.086, H35 1.087
2 C -1.436 -2.132 -1.654  C1 1.525, O3 1.416, H36 1.094, H37 1.095
3 O -1.923 -1.045 -2.419  C2 1.416, C4 1.351
4 C -1.860 0.209 -1.920  O3 1.351, C5 1.385, C23 1.409
5 C -1.303 0.580 -0.707  C4 1.385, C6 1.397, H38 1.077
6 C -1.277 1.918 -0.309  C5 1.397, C7 1.447, C21 1.392
7 C -0.683 2.274 0.962  C6 1.447, N8 1.270, H39 1.099
8 N -0.150 1.394 1.707  C7 1.270, N9 1.341
9 N 0.395 1.749 2.879  N8 1.341, C10 1.371, H40 1.024
10 C 0.976 0.822 3.704  N9 1.371, O11 1.203, C12 1.537
11 O 1.061 -0.350 3.446  C10 1.203
12 C 1.493 1.432 5.017  C10 1.537, N13 1.439, H41 1.092, H42 1.096
13 N 2.435 0.573 5.683  C12 1.439, C14 1.391, H43 1.012
14 C 3.690 0.325 5.140  N13 1.391, C15 1.393, C20 1.396
15 C 4.319 1.186 4.244  C14 1.393, C16 1.383, H44 1.079
16 C 5.607 0.919 3.815  C15 1.383, C17 1.381, H45 1.081
17 C 6.289 -0.196 4.263  C16 1.381, C18 1.391, H46 1.080
18 C 5.678 -1.070 5.156  C17 1.391, C19 1.499, C20 1.383
19 C 6.396 -2.300 5.626  C18 1.499, H47 1.088, H48 1.087, H49 1.090
20 C 4.390 -0.800 5.581  C14 1.396, C18 1.383, H50 1.082
21 C -1.813 2.902 -1.136  C6 1.392, C22 1.382, H51 1.079
22 C -2.384 2.544 -2.343  C21 1.382, C23 1.382, H52 1.079
23 C -2.412 1.219 -2.733  C4 1.409, C22 1.382, O24 1.386
24 O -2.961 0.883 -3.960  C23 1.386, C25 1.352
25 C -4.024 0.048 -3.964  O24 1.352, O26 1.204, C27 1.481
26 O -4.614 -0.284 -2.968  C25 1.204
27 C -4.395 -0.365 -5.337  C25 1.481, C28 1.392, C32 1.393
28 C -3.629 -0.016 -6.446  C27 1.392, C29 1.383, H53 1.079
29 C -4.016 -0.432 -7.706  C28 1.383, C30 1.386, H54 1.080
30 C -5.161 -1.195 -7.868  C29 1.386, C31 1.386, H55 1.080
31 C -5.925 -1.547 -6.766  C30 1.386, C32 1.382, H56 1.080
32 C -5.544 -1.135 -5.504  C27 1.393, C31 1.382, H57 1.080
33 H 0.579 -1.410 -1.307  C1 1.087
34 H 0.390 -3.162 -1.191  C1 1.086
35 H 0.386 -2.372 -2.775  C1 1.087
36 H -1.918 -3.008 -2.099  C2 1.094
37 H -1.767 -2.044 -0.613  C2 1.095
38 H -0.874 -0.140 -0.030  C5 1.077
39 H -0.711 3.334 1.249  C7 1.099
40 H 0.363 2.732 3.165  N9 1.024
41 H 1.952 2.407 4.835  C12 1.092
42 H 0.635 1.581 5.682  C12 1.096
43 H 2.004 -0.270 6.041  N13 1.012
44 H 3.816 2.064 3.868  C15 1.079
45 H 6.082 1.595 3.118  C16 1.081
46 H 7.293 -0.393 3.919  C17 1.080
47 H 7.456 -2.099 5.760  C19 1.088
48 H 5.982 -2.658 6.565  C19 1.087
49 H 6.295 -3.094 4.885  C19 1.090
50 H 3.903 -1.477 6.271  C20 1.082
51 H -1.791 3.938 -0.835  C21 1.079
52 H -2.818 3.286 -2.996  C22 1.079
53 H -2.737 0.575 -6.312  C28 1.079
54 H -3.422 -0.163 -8.567  C29 1.080
55 H -5.459 -1.517 -8.855  C30 1.080
56 H -6.817 -2.142 -6.894  C31 1.080
57 H -6.122 -1.396 -4.630  C32 1.080

The HOMO-LUMO gap comes out at 8.126 eV. The value obtained for the HOMO energy is -7.9 eV. Its spin multiplicity is 1.

2) Computed, not measured: one molecule with the formula C25H25N3O4, with the ωB97M-V functional and the def2-TZVPD basis.

Each atom is followed by the atoms it is bonded to, with distances in Å.
Cartesian coordinates (Å):
1 C -2.180 -3.381 -2.455  O2 1.407, H33 1.089, H34 1.095, H35 1.094
2 O -1.410 -4.211 -1.618  C1 1.407, C3 1.360
3 C -0.424 -3.644 -0.873  O2 1.360, C4 1.397, C32 1.386
4 C 0.302 -4.512 -0.054  C3 1.397, C5 1.377, H36 1.078
5 C 1.305 -4.022 0.752  C4 1.377, C6 1.390, H37 1.079
6 C 1.628 -2.670 0.749  C5 1.390, O7 1.390, C9 1.397
7 O 2.656 -2.245 1.583  C6 1.390, C8 1.413
8 C 2.227 -1.505 2.708  O7 1.413, H38 1.094, H39 1.095, H40 1.089
9 C 0.933 -1.794 -0.088  C6 1.397, C10 1.474, C32 1.395
10 C 1.208 -0.349 -0.183  C9 1.474, N11 1.326, C24 1.401
11 N 0.146 0.429 -0.340  C10 1.326, C12 1.335
12 C 0.274 1.751 -0.475  N11 1.335, C13 1.495, C22 1.388
13 C -0.991 2.533 -0.625  C12 1.495, O14 1.216, N15 1.351
14 O -1.016 3.746 -0.701  C13 1.216
15 N -2.084 1.741 -0.692  C13 1.351, C16 1.437, H41 1.011
16 C -3.431 2.240 -0.714  N15 1.437, C17 1.540, H42 1.096, H43 1.093
17 C -4.183 1.915 0.590  C16 1.540, C18 1.543, O21 1.420, H44 1.097
18 C -4.373 0.398 0.794  C17 1.543, C19 1.529, H45 1.088, H46 1.092
19 C -5.842 0.280 1.199  C18 1.529, C20 1.527, H47 1.087, H48 1.090
20 C -6.446 1.478 0.471  C19 1.527, O21 1.412, H49 1.091, H50 1.101
21 O -5.477 2.500 0.575  C17 1.420, C20 1.412
22 C 1.497 2.409 -0.480  C12 1.388, C23 1.386, H51 1.078
23 C 2.631 1.626 -0.334  C22 1.386, C24 1.422, C31 1.435
24 C 2.489 0.221 -0.175  C10 1.401, C23 1.422, N25 1.365
25 N 3.728 -0.343 -0.084  C24 1.365, C26 1.371, H52 1.008
26 C 4.678 0.644 -0.139  N25 1.371, C27 1.388, C31 1.414
27 C 6.060 0.544 -0.064  C26 1.388, C28 1.381, H53 1.080
28 C 6.792 1.711 -0.164  C27 1.381, C29 1.395, H54 1.080
29 C 6.172 2.949 -0.335  C28 1.395, C30 1.380, H55 1.080
30 C 4.798 3.055 -0.409  C29 1.380, C31 1.390, H56 1.079
31 C 4.040 1.895 -0.309  C23 1.435, C26 1.414, C30 1.390
32 C -0.099 -2.296 -0.880  C3 1.386, C9 1.395, H57 1.078
33 H -2.898 -4.040 -2.941  C1 1.089
34 H -2.717 -2.620 -1.880  C1 1.095
35 H -1.563 -2.894 -3.216  C1 1.094
36 H 0.052 -5.561 -0.060  C4 1.078
37 H 1.860 -4.682 1.400  C5 1.079
38 H 1.659 -0.617 2.415  C8 1.094
39 H 1.609 -2.123 3.367  C8 1.095
40 H 3.131 -1.201 3.234  C8 1.089
41 H -1.914 0.755 -0.546  N15 1.011
42 H -3.978 1.816 -1.564  C16 1.096
43 H -3.375 3.324 -0.836  C16 1.093
44 H -3.634 2.367 1.426  C17 1.097
45 H -3.695 -0.002 1.545  C18 1.088
46 H -4.203 -0.128 -0.147  C18 1.092
47 H -6.293 -0.664 0.903  C19 1.087
48 H -5.952 0.407 2.276  C19 1.090
49 H -7.368 1.851 0.920  C20 1.091
50 H -6.636 1.234 -0.585  C20 1.101
51 H 1.529 3.480 -0.601  C22 1.078
52 H 3.894 -1.308 0.156  N25 1.008
53 H 6.542 -0.413 0.069  C27 1.080
54 H 7.869 1.666 -0.108  C28 1.080
55 H 6.782 3.836 -0.410  C29 1.080
56 H 4.318 4.013 -0.541  C30 1.079
57 H -0.622 -1.591 -1.505  C32 1.078

The HOMO-LUMO gap comes out at 8.206 eV. The value obtained for the HOMO energy is -8.1 eV. Its spin multiplicity is 1.

Which structure loses on stability? 1) does.